(1)
ORCA calculation (wB97M-V/def2-TZVPD) on C37H76BeF3N4O13S2V as an isolated structure.

```
137
Properties=species:S:1:pos:R:3
V 15.8844 -13.9915 -26.7754
S 14.1645 -16.1003 -26.9800
S 18.1402 -15.9050 -28.0274
F 20.7876 -15.0445 -28.1933
F 20.5218 -16.8559 -26.9900
F 20.3655 -16.8863 -29.1946
O 17.7890 -19.9228 -27.6059
O 12.9676 -16.2208 -26.2004
O 20.1812 -9.1729 -23.7972
O 17.7549 -15.7661 -29.4182
O 17.8635 -14.6926 -27.2510
O 15.2885 -15.9572 -26.1353
O 15.9568 -13.7182 -25.1642
O 14.5195 -17.3263 -27.6383
O 15.6529 -12.5700 -27.4176
O 14.2474 -14.8871 -27.8120
O 17.5349 -17.0771 -27.3175
O 18.1658 -17.6172 -31.5806
O 16.3967 -19.8768 -23.8398
N 19.9198 -9.5243 -25.1356
N 18.4316 -16.7560 -32.6149
N 16.7670 -18.6075 -23.5287
N 16.9245 -20.9027 -28.0230
C 15.9020 -19.2792 -29.6752
C 18.9690 -18.6000 -24.5528
C 17.7976 -20.9098 -30.3685
C 15.7483 -23.2356 -29.2933
C 19.1811 -8.4534 -25.9280
C 19.8180 -11.3945 -26.8901
C 16.2685 -15.5871 -32.4296
C 20.8991 -17.1895 -32.2611
C 18.4804 -16.9707 -22.7508
C 19.5810 -18.5909 -33.9022
C 17.4467 -15.9253 -23.1126
C 17.7432 -15.5006 -34.5182
C 16.9804 -22.0733 -25.8374
C 21.3188 -11.5309 -24.9059
C 19.9401 -10.9756 -25.3659
C 18.7591 -11.6053 -24.6123
C 15.4561 -21.8499 -29.8091
C 14.2594 -17.8657 -23.2734
C 16.5181 -20.7633 -29.4574
C 19.6732 -17.1705 -33.2855
C 18.5202 -22.7566 -27.7273
C 20.0012 -7.1965 -26.0162
C 17.8100 -8.1479 -25.3538
C 19.1350 -9.0127 -27.4815
C 17.1167 -22.2231 -27.4107
C 17.1967 -16.3992 -33.3794
C 15.6441 -18.4585 -21.3526
C 16.0121 -16.3729 -22.7929
C 15.7260 -17.8993 -22.6912
C 20.1033 -16.1722 -28.0607
C 18.8942 -15.9139 -35.4135
C 18.7595 -19.3849 -22.1110
C 16.3830 -17.5697 -34.0175
C 18.1854 -18.4485 -23.2192
C 15.9389 -23.1545 -27.8200
C 18.8168 -10.5096 -27.6405
C 20.0793 -16.2003 -34.3966
Be 15.9931 -18.5840 -26.3237
H 20.1114 -18.6873 -34.8495
H 15.0944 -21.8961 -30.8364
H 16.9490 -15.1819 -35.1934
H 18.5570 -18.8324 -34.1873
H 18.5412 -20.1259 -30.2245
H 19.5235 -6.5020 -26.7072
H 20.9891 -16.5069 -34.9125
H 15.0052 -19.1648 -29.0664
H 18.1606 -16.9613 -30.8797
H 18.4943 -19.0430 -21.1106
H 18.7314 -11.2909 -23.5690
H 21.0897 -8.8635 -23.8210
H 19.4509 -16.7460 -23.1931
H 15.2641 -19.4791 -21.3978
H 14.9726 -23.0595 -27.3247
H 13.9454 -18.9082 -23.2205
H 21.0268 -7.3590 -26.3476
H 14.9207 -17.8090 -20.8598
H 20.0121 -18.2992 -24.4547
H 17.4443 -7.4001 -26.0574
H 17.8100 -10.6940 -27.2657
H 17.2045 -9.0513 -25.2809
H 16.2656 -24.1670 -27.5829
H 17.3917 -20.7553 -31.3682
H 16.0040 -21.6276 -25.6475
H 14.5100 -21.4772 -29.4166
H 18.1577 -14.6120 -34.0421
H 16.9520 -22.9831 -25.2378
H 20.0277 -19.4290 -33.3673
H 17.7789 -11.3944 -25.0399
H 15.3446 -17.2508 -34.1077
H 20.3462 -15.2649 -33.9047
H 16.1097 -16.0655 -31.4631
H 19.2603 -21.9564 -27.7329
H 14.9002 -23.9030 -29.4466
H 15.3541 -15.1768 -32.8582
H 16.7981 -18.0088 -34.9247
H 18.4408 -16.7527 -35.9417
H 21.4244 -11.4065 -23.8282
H 20.9299 -16.3252 -31.5977
H 13.6230 -17.1843 -22.7088
H 16.3458 -18.4093 -33.3235
H 18.8141 -16.8083 -21.7259
H 15.6091 -19.2140 -30.7231
H 16.5623 -23.7738 -29.7787
H 20.0506 -8.7976 -28.0324
H 16.4488 -20.2763 -22.9684
H 15.6095 -15.9267 -21.8836
H 18.5850 -20.2281 -28.0472
H 15.3158 -15.7740 -23.3799
H 18.8625 -12.6792 -24.4572
H 22.2742 -11.2496 -25.3490
H 16.6017 -18.3093 -20.8538
H 18.9664 -10.7399 -28.6953
H 20.7086 -18.0817 -31.6646
H 18.5641 -23.4056 -28.6019
H 18.4045 -20.4078 -22.2372
H 18.3789 -8.4533 -28.0325
H 17.8001 -21.5342 -25.3624
H 18.8850 -19.5687 -25.0455
H 17.4484 -15.6050 -24.1544
H 20.7840 -11.2213 -27.3643
H 21.2382 -12.6178 -24.9166
H 17.8643 -7.5870 -24.4208
H 21.7915 -17.2765 -32.8809
H 19.6546 -12.4677 -26.9878
H 14.1960 -17.5642 -24.3189
H 16.5910 -18.4530 -29.4995
H 16.6891 -14.6409 -32.0891
H 19.1636 -15.2825 -36.2602
H 19.8419 -19.5123 -22.0936
H 18.3864 -21.8253 -30.3125
H 18.6781 -17.8166 -25.2527
H 19.9713 -6.7393 -25.0272
H 17.6033 -14.9783 -22.5962
H 18.7963 -23.5273 -27.0078
```

Properties
**Spin multiplicity**: 2
**⟨S²⟩**: 0.754
**Charge**: +1


(2)
ORCA calculation (wB97M-V/def2-TZVPD) on C23H42LuN3OP2 as an isolated structure.

```
72
Properties=species:S:1:pos:R:3
Lu -0.0490 -0.0405 0.5320
P 0.1603 -2.5680 -0.3283
P 0.1551 2.5720 -0.0086
O -3.6284 -0.0168 0.5053
N 1.8509 0.0627 -1.1332
N 5.4099 -0.1496 4.3978
N 0.9020 -0.1451 2.6336
C 1.9822 -0.2473 5.1926
C -2.4490 -0.0237 0.5752
C 2.2604 -0.1355 2.8059
C 0.7652 -5.1612 0.7549
C -2.3959 3.6757 -0.4978
C 0.7693 5.0056 1.3882
C -0.4409 -4.6341 -2.2077
C 0.0857 -0.2118 3.7247
C 1.8126 -2.4751 -1.1582
C -0.9925 3.5229 -1.1012
C 0.4017 -3.7212 1.1264
C -2.3926 -3.5993 -0.9523
C -0.4426 4.8545 -1.6154
C -0.7705 -3.6836 2.1186
C 0.6121 -0.2620 5.0121
C 0.3982 3.5328 1.5795
C 4.2482 -0.1665 4.2463
C 2.6697 1.3013 -0.8873
C 1.8057 2.5833 -0.8443
C 2.6726 -1.1955 -1.0413
C -0.9883 -3.3756 -1.5317
C -0.7777 3.3792 2.5563
C 2.8133 -0.1851 4.0790
H -2.4098 4.3882 0.3390
H 1.6085 2.9259 -1.8732
H -2.4089 -4.4096 -0.2100
H 0.5427 -4.4714 -2.6634
H -1.0774 -2.6626 2.3926
H -2.8175 -2.6945 -0.4977
H 2.8764 -0.0891 1.9003
H 2.3710 3.3998 -0.3686
H -1.1355 -4.9070 -3.0136
H -0.3814 -5.4890 -1.5240
H -1.6511 3.9743 2.2527
H -0.4465 -4.1822 3.0448
H 3.2625 -1.1497 -0.1072
H -1.1356 5.2258 -2.3823
H 1.2784 -3.2711 1.6284
H -3.0612 4.0749 -1.2773
H 2.4352 -0.2821 6.1810
H -2.8227 2.7227 -0.1587
H 2.3770 -3.3440 -0.7849
H 3.3893 -1.2090 -1.8815
H 1.5473 5.1691 0.6303
H -0.3840 5.6179 -0.8309
H -1.0710 2.8445 -1.9707
H -1.8082 0.0016 -0.4550
H 1.1662 5.3792 2.3439
H -1.0660 -2.5954 -2.3112
H 0.5418 4.7487 -2.0861
H 1.7119 0.1222 -2.1430
H -1.0998 2.3353 2.6921
H -0.1175 -5.7363 0.4399
H 1.1595 -5.6525 1.6570
H -0.0736 -0.3110 5.8473
H 1.2708 3.0187 2.0242
H 1.5430 -5.2335 -0.0170
H 3.3867 1.4200 -1.7191
H 3.2597 1.1424 0.0351
H -0.4496 3.7459 3.5410
H -1.6527 -4.2207 1.7414
H -3.0588 -3.8970 -1.7752
H -0.9931 -0.2237 3.5337
H 1.6156 -2.6887 -2.2213
H -0.1108 5.6193 1.1474
```

Properties
**Energy above the lowest of the compared OMol25 structures with the same formula, charge and spin**: 0.0 kcal/mol
**Charge**: +2


| no. | largest force on an atom (eV Å⁻¹) | E_tot (Ha) |
| --- | --- | --- |
| 1 | 7.2 | -4706.64351 |
| 2 | 2.8 | -3058.79625 |